Below is a molecular structure, C25H57AsF9N7O9PbSTl in a non-equilibrium geometry, with properties calculated with the ωB97M-V functional and the def2-TZVPD basis.

Properties
Multiplicity: 2
M in g/mol: 1289.33
Total charge: +2
E_LUMO (spin up / spin down) in eV: -5.62 / -9.26
Energy in eV: -161770.9577

Atoms and positions in Å:
Pb  -1.478  -2.628  -3.276
Tl  3.408  -2.903  1.662
As  2.417  -4.013  -2.658
F  2.103  -4.759  -4.286
F  2.789  -2.478  -3.464
F  2.764  -3.215  -1.084
F  1.995  -5.527  -1.766
F  4.125  -4.582  -2.872
F  0.684  -3.476  -2.598
C  -0.506  0.541  0.125
F  -1.737  0.957  -0.324
F  0.512  0.896  -0.702
F  -0.331  1.067  1.345
S  -0.498  -1.445  0.283
O  -1.542  -1.925  1.208
O  -0.754  -1.915  -1.095
O  0.819  -1.868  0.793
C  -2.009  6.041  -2.389
C  -0.583  6.357  -1.888
N  -0.120  5.404  -0.868
C  0.240  4.134  -1.469
C  1.385  4.204  -2.447
C  -1.028  5.194  0.265
C  -0.141  4.916  1.505
H  -2.759  6.131  -1.603
H  -2.198  5.095  -2.896
H  -2.266  6.854  -3.068
H  0.081  6.381  -2.752
H  -0.550  7.368  -1.483
H  0.557  3.447  -0.684
H  -0.583  3.621  -1.966
H  1.145  4.495  -3.470
H  2.126  4.950  -2.161
H  1.936  3.265  -2.497
H  -1.692  4.354  0.059
H  -1.579  6.096  0.531
H  0.565  4.132  1.230
H  -0.591  4.472  2.392
H  0.393  5.848  1.688
C  0.099  1.278  -4.212
C  -1.284  0.725  -4.478
O  -1.712  -0.177  -3.772
N  -2.006  1.406  -5.421
C  -3.385  1.026  -5.871
H  0.073  2.340  -4.454
H  0.828  0.897  -4.927
H  0.484  1.095  -3.209
H  -1.679  2.292  -5.781
H  -3.615  1.065  -6.936
H  -4.013  1.824  -5.474
H  -3.747  0.063  -5.512
C  0.938  1.094  4.177
C  2.250  0.575  3.572
O  2.191  -0.428  2.823
N  3.437  1.156  3.752
C  3.669  2.310  4.619
H  1.011  1.262  5.251
H  0.193  0.337  3.928
H  0.537  2.017  3.757
H  4.163  0.649  3.267
H  3.012  3.106  4.267
H  4.705  2.628  4.504
H  3.454  2.126  5.672
C  3.444  -0.175  -2.196
C  3.663  0.520  -0.867
O  3.583  -0.120  0.152
N  4.010  1.836  -0.881
C  4.103  2.643  0.325
H  2.442  -0.604  -2.190
H  4.218  -0.921  -2.379
H  3.537  0.519  -3.030
H  4.229  2.295  -1.754
H  4.813  3.469  0.264
H  4.368  2.068  1.213
H  3.150  3.122  0.551
C  -0.754  -5.180  1.218
C  0.585  -5.854  1.035
O  1.529  -5.106  1.240
N  0.585  -7.159  0.798
C  1.890  -7.855  0.596
H  -1.048  -4.979  0.188
H  -0.744  -4.295  1.853
H  -1.472  -5.912  1.588
H  -0.264  -7.683  0.639
H  2.716  -7.497  1.210
H  2.117  -7.812  -0.469
H  1.662  -8.893  0.839
C  0.212  -3.051  5.915
C  0.176  -2.889  4.450
O  1.218  -3.087  3.800
N  -0.904  -2.409  3.817
C  -2.218  -2.256  4.417
H  0.376  -4.082  6.231
H  -0.618  -2.584  6.445
H  1.079  -2.521  6.310
H  -0.940  -2.236  2.823
H  -2.450  -3.107  5.057
H  -2.965  -2.080  3.642
H  -2.304  -1.372  5.049
C  -5.685  -0.719  -1.747
C  -4.340  -1.276  -1.241
O  -3.481  -1.583  -2.027
N  -4.146  -1.356  0.063
C  -5.017  -0.802  1.106
H  -5.784  -0.712  -2.832
H  -5.681  0.305  -1.371
H  -6.571  -1.210  -1.345
H  -3.254  -1.714  0.375
H  -4.432  -0.260  1.849
H  -5.605  -1.515  1.684
H  -5.726  -0.067  0.723

Results of the Mulliken charge analysis, in e, for atoms 1 through 99:
1. Pb 1.66
2. Tl 0.98
3. As 1.91
4. F -0.50
5. F -0.51
6. F -0.45
7. F -0.48
8. F -0.51
9. F -0.43
10. C 0.05
11. F -0.17
12. F -0.02
13. F -0.11
14. S 0.06
15. O -1.35
16. O 0.30
17. O -0.15
18. C -1.06
19. C -0.45
20. N 0.45
21. C 0.58
22. C -1.78
23. C -0.39
24. C -1.04
25. H 0.35
26. H 0.29
27. H 0.42
28. H 0.35
29. H 0.43
30. H -0.38
31. H 0.30
32. H 0.48
33. H 0.48
34. H 0.19
35. H 0.35
36. H 0.53
37. H 0.07
38. H 0.39
39. H 0.38
40. C -0.49
41. C 0.49
42. O -0.53
43. N -0.18
44. C -0.86
45. H 0.29
46. H 0.46
47. H -0.24
48. H 0.25
49. H 0.33
50. H 0.33
51. H 0.25
52. C -0.68
53. C 0.34
54. O -0.14
55. N -0.09
56. C -1.01
57. H 0.52
58. H -0.12
59. H 0.07
60. H 0.36
61. H 0.29
62. H 0.37
63. H 0.30
64. C -0.38
65. C 0.15
66. O -0.41
67. N -0.14
68. C -0.56
69. H -0.31
70. H 0.38
71. H 0.43
72. H 0.30
73. H 0.45
74. H 0.11
75. H -0.06
76. C -0.61
77. C 0.52
78. O -0.47
79. N -0.21
80. C -0.85
81. H 0.16
82. H -0.16
83. H 0.50
84. H 0.23
85. H 0.26
86. H 0.27
87. H 0.36
88. C -1.39
89. C 0.69
90. O -0.49
91. N 0.69
92. C -1.19
93. H 0.29
94. H 0.45
95. H 0.30
96. H -0.04
97. H 0.43
98. H 0.23
99. H 0.33

***

Below is 7 unconnected molecules or ions with the total composition C25H57BO19P, with properties calculated with the ωB97M-V functional and the def2-TZVPD basis.

Properties
M in g/mol: 703.50
Total charge: -1
E_LUMO in eV: 1.97
Energy in eV: -75715.3440

Atoms and positions in Å:
C  6.508  -0.761  1.130
C  5.723  -0.174  2.319
C  5.593  1.370  2.295
C  4.203  2.060  2.406
C  3.791  2.686  1.074
P  2.711  1.011  3.084
B  1.271  -0.131  3.780
O  0.907  -0.064  5.136
C  0.505  -1.191  2.890
C  -0.108  -0.609  1.601
H  6.956  0.025  0.515
H  7.319  -1.422  1.448
H  5.858  -1.347  0.475
H  4.735  -0.623  2.350
H  6.218  -0.475  3.246
H  6.236  1.776  3.082
H  6.052  1.709  1.356
H  4.298  2.861  3.148
H  3.146  3.554  1.222
H  3.221  1.964  0.472
H  4.659  3.022  0.493
H  2.497  2.000  4.197
H  1.750  1.761  2.190
H  2.939  0.035  1.934
H  3.682  0.247  4.009
H  1.643  -0.329  5.702
H  -0.244  -1.748  3.469
H  1.275  -1.919  2.600
H  -0.788  -1.322  1.118
H  0.676  -0.348  0.890
H  -0.666  0.312  1.788
C  -3.174  -0.681  3.245
O  -3.662  -0.696  1.895
C  -3.873  -1.901  1.396
O  -3.773  -2.949  1.983
O  -4.194  -1.766  0.105
C  -4.408  -2.996  -0.587
H  -3.042  0.368  3.490
H  -3.893  -1.143  3.920
H  -2.221  -1.200  3.303
H  -5.252  -3.540  -0.166
H  -3.518  -3.621  -0.541
H  -4.620  -2.719  -1.616
C  -10.286  -7.030  1.638
O  -9.344  -6.473  2.559
C  -8.138  -6.240  2.033
O  -7.823  -6.464  0.892
O  -7.362  -5.723  2.975
C  -6.023  -5.424  2.546
H  -11.202  -7.159  2.206
H  -10.448  -6.354  0.800
H  -9.932  -7.987  1.260
H  -6.033  -4.702  1.734
H  -5.519  -6.332  2.220
H  -5.524  -4.996  3.408
C  7.977  3.416  -1.408
O  7.159  4.578  -1.236
C  7.416  5.569  -2.076
O  8.256  5.571  -2.942
O  6.586  6.578  -1.807
C  6.749  7.717  -2.652
H  7.638  2.709  -0.657
H  7.841  3.000  -2.405
H  9.025  3.666  -1.258
H  6.568  7.452  -3.692
H  7.754  8.125  -2.558
H  6.012  8.436  -2.308
C  -1.616  -0.736  -2.021
O  -0.193  -0.631  -1.956
C  0.460  -1.272  -2.913
O  -0.040  -1.930  -3.796
O  1.762  -1.076  -2.744
C  2.595  -1.719  -3.711
H  -1.993  -0.183  -1.166
H  -1.990  -0.300  -2.947
H  -1.926  -1.778  -1.956
H  2.368  -1.359  -4.713
H  2.456  -2.798  -3.677
H  3.610  -1.457  -3.429
C  -0.844  2.336  4.591
O  -1.962  3.240  4.734
C  -2.120  4.114  3.755
O  -1.458  4.221  2.758
O  -3.184  4.886  4.051
C  -3.467  5.873  3.061
H  -0.873  1.702  5.468
H  -0.938  1.732  3.689
H  0.100  2.876  4.551
H  -3.684  5.407  2.101
H  -2.623  6.550  2.939
H  -4.336  6.412  3.429
C  -2.557  -0.575  -10.254
O  -3.211  -1.047  -9.073
C  -2.373  -1.436  -8.105
O  -1.172  -1.416  -8.180
O  -3.092  -1.843  -7.069
C  -2.320  -2.277  -5.934
H  -3.357  -0.300  -10.935
H  -1.934  0.288  -10.028
H  -1.938  -1.358  -10.688
H  -1.694  -1.475  -5.554
H  -1.688  -3.119  -6.205
H  -3.053  -2.574  -5.191

Results of the Mulliken charge analysis, in e, for atoms 1 through 99:
1. C -0.81
2. C 0.02
3. C 0.06
4. C 0.05
5. C -1.10
6. P 0.35
7. B 0.52
8. O -0.80
9. C -0.67
10. C -0.59
11. H 0.06
12. H 0.27
13. H 0.26
14. H -0.04
15. H 0.34
16. H 0.31
17. H -0.64
18. H 0.32
19. H 0.30
20. H 0.21
21. H 0.21
22. H -0.28
23. H -0.21
24. H -0.23
25. H -0.29
26. H 0.27
27. H 0.23
28. H 0.35
29. H 0.16
30. H 0.41
31. H 0.10
32. C -0.29
33. O -0.31
34. C 0.89
35. O -0.57
36. O -0.35
37. C -0.65
38. H 0.04
39. H 0.41
40. H 0.02
41. H 0.23
42. H 0.31
43. H 0.24
44. C -0.63
45. O -0.32
46. C 0.79
47. O -0.55
48. O -0.32
49. C -0.37
50. H 0.21
51. H 0.30
52. H 0.29
53. H 0.07
54. H 0.31
55. H 0.23
56. C -0.43
57. O -0.21
58. C 0.77
59. O -0.57
60. O -0.30
61. C -0.64
62. H -0.08
63. H 0.32
64. H 0.32
65. H 0.29
66. H 0.29
67. H 0.21
68. C -0.67
69. O -0.21
70. C 0.75
71. O -0.58
72. O -0.27
73. C -0.69
74. H 0.22
75. H 0.40
76. H 0.24
77. H 0.30
78. H 0.30
79. H 0.20
80. C -0.25
81. O -0.35
82. C 0.75
83. O -0.56
84. O -0.35
85. C -0.64
86. H 0.25
87. H -0.09
88. H 0.34
89. H 0.29
90. H 0.29
91. H 0.21
92. C -0.63
93. O -0.33
94. C 0.78
95. O -0.55
96. O -0.35
97. C -0.52
98. H 0.21
99. H 0.30